No. 1
{"formula": "C3H9NS2", "method": "the ωB97M-V functional and the def2-TZVPD basis", "orbital_gap_ev": 6.1, "total_energy_ha": -970.57303, "homo_energy_ha": -0.344, "max_force_ev_per_a": 4.24, "species": ["S", "S", "C", "C", "C", "N", "H", "H", "H", "H", "H", "H", "H", "H", "H"], "positions_angstrom": [[-3.66391, 0.19382, 0.02757], [3.10681, 0.40189, -0.35024], [1.80731, -0.82698, -0.45855], [0.37706, -0.41337, -0.79282], [-0.63074, 0.14951, 0.18908], [-0.44514, -0.26148, 1.57199], [1.93972, 1.69174, 0.70290], [2.04616, -1.52284, -1.28810], [1.91874, -1.38944, 0.48785], [0.46482, 0.43479, -1.48926], [-0.11201, -1.24691, -1.32525], [-0.71697, 1.21022, 0.05951], [-1.69388, 0.01706, -0.16948], [-1.30783, -0.60885, 1.95051], [0.14371, 0.44678, 1.99059]], "forces_ev_per_a": [[0.99, -0.14, -0.05], [-2.42, 3.06, 1.67], [-0.28, -1.41, 0.93], [-0.76, 0.58, -1.61], [0.33, 0.25, 1.30], [0.27, -0.14, -1.85], [2.37, -2.40, -1.97], [0.46, 0.44, 0.47], [-0.63, 0.01, -0.59], [0.10, -0.60, -0.49], [0.36, 0.20, 0.13], [0.64, 0.99, 0.37], [-0.85, -1.04, -0.22], [0.19, 0.56, 0.94], [-0.78, -0.35, 0.97]], "nbo_charge": [-0.159, 0.048, -0.572, -0.442, -0.101, -0.877, 0.059, 0.241, 0.231, 0.220, 0.225, 0.190, 0.154, 0.399, 0.385]}

No. 2
{"formula": "C28H44FN3O5P", "method": "the ωB97M-V functional and the def2-TZVPD basis", "orbital_gap_ev": 2.0, "total_energy_ha": -2074.83831, "homo_energy_ha": -0.055, "max_force_ev_per_a": 2.83, "total_charge": -1, "species": ["C", "O", "C", "C", "C", "C", "C", "C", "C", "C", "C", "C", "N", "C", "C", "P", "C", "C", "N", "C", "C", "C", "F", "C", "C", "C", "C", "N", "H", "H", "H", "H", "H", "H", "H", "H", "H", "H", "H", "H", "H", "H", "H", "H", "H", "H", "H", "H", "H", "H", "H", "H", "H", "H", "H", "H", "H", "H", "H", "H", "H", "H", "H", "H", "H", "H", "H", "H", "H", "H", "C", "C", "C", "O", "C", "C", "C", "O", "O", "O", "H", "H"], "positions_angstrom": [[-2.56835, 2.91169, 3.06578], [-1.44575, 2.84811, 2.22441], [-1.72745, 3.27192, 0.89048], [-1.28315, 2.25102, -0.17490], [0.23267, 2.40828, -0.55142], [0.39148, 2.90026, -2.02299], [1.18230, 2.01130, -3.01554], [0.28538, 0.98669, -3.72964], [0.04742, -0.15897, -2.68988], [0.47295, -1.55762, -3.22466], [-0.61898, -2.62583, -2.92541], [-0.23706, -3.61137, -1.78585], [-0.91367, -3.40047, -0.49575], [-2.25355, -3.08373, -0.36376], [-2.46096, -3.02241, 0.95886], [-4.13406, -2.66067, 1.63393], [-4.55609, -0.87662, 1.26467], [-5.25709, -3.61215, 0.49384], [-1.28328, -3.28226, 1.60496], [-1.18772, -3.26806, 3.05636], [-1.00126, -1.79995, 3.50063], [0.35127, -1.26770, 3.02719], [-1.17732, -1.68659, 4.85830], [-0.35820, -3.52261, 0.68383], [1.04565, -3.90149, 1.10289], [2.23061, -2.96521, 0.73145], [2.13664, -1.72680, -0.11730], [3.36798, -3.29112, 1.16313], [-3.50541, 2.59002, 2.58727], [-2.71600, 3.90341, 3.51730], [-2.37842, 2.23354, 3.90375], [-1.24668, 4.24527, 0.73739], [-2.81145, 3.44348, 0.79920], [-1.90907, 2.43052, -1.05761], [-1.52650, 1.25846, 0.24109], [0.62447, 3.19395, 0.09823], [0.80308, 1.51712, -0.31262], [-0.60524, 3.14724, -2.41655], [0.94717, 3.84097, -1.97905], [2.05416, 1.54639, -2.54476], [1.57126, 2.69789, -3.77691], [0.75209, 0.55668, -4.62121], [-0.68869, 1.41709, -3.98801], [0.69601, 0.07899, -1.85386], [-0.97275, -0.17645, -2.28393], [0.58330, -1.48203, -4.30890], [1.39784, -1.94139, -2.79427], [-0.76578, -3.20961, -3.83993], [-1.54680, -2.07170, -2.77043], [-0.53108, -4.60667, -2.13645], [0.84181, -3.61115, -1.63876], [-2.92157, -2.94882, -1.19232], [-4.85917, -0.36429, 2.17528], [-3.63197, -0.41457, 0.89859], [-5.33638, -0.83964, 0.50289], [-6.25333, -3.71169, 0.91851], [-5.28662, -3.09492, -0.47353], [-4.82850, -4.59593, 0.28521], [-2.11912, -3.65087, 3.47856], [-0.37336, -3.87066, 3.45432], [-1.78321, -1.19941, 3.01262], [0.32994, -1.23720, 1.93287], [1.12828, -1.96211, 3.36613], [0.54899, -0.24595, 3.34273], [1.26235, -4.86801, 0.62889], [1.07437, -4.07342, 2.17438], [2.55210, -0.85432, 0.40487], [1.09827, -1.55125, -0.40260], [2.75532, -1.84163, -1.01010], [3.30619, -4.16113, 1.69913], [4.12396, 4.32010, 0.94867], [3.84681, 3.40814, -0.05078], [4.38202, 3.79004, -1.44911], [4.26324, 3.02450, -2.42887], [5.01416, 5.05738, -1.60742], [5.29011, 5.99446, -0.60763], [4.84463, 5.56220, 0.81404], [5.07900, 6.24054, 1.81839], [5.84238, 7.10272, -0.74385], [3.21588, 2.32040, 0.05462], [3.78649, 4.11553, 1.96274], [5.30098, 5.28016, -2.63182]], "forces_ev_per_a": [[0.23, -0.19, 0.74], [-0.44, -0.33, -0.32], [-0.32, 0.17, -0.28], [0.53, 0.38, 0.66], [-1.17, 0.42, -0.17], [0.89, -0.13, 0.46], [-0.73, 0.93, -0.98], [0.00, -0.62, 1.56], [0.84, -0.35, -0.44], [-1.37, -0.02, 0.26], [0.71, 0.19, -0.29], [-0.57, -0.30, -0.99], [0.23, 0.17, -1.97], [1.31, -0.34, 0.07], [-2.59, 1.02, -0.52], [-0.68, -0.45, 1.81], [0.94, -0.65, -0.35], [1.11, 0.42, -0.68], [-0.95, -0.33, 0.51], [-0.12, 0.76, 1.00], [0.22, 0.54, -1.11], [-0.40, -0.43, 0.18], [0.15, -0.33, 0.11], [1.69, -0.13, 1.77], [-0.27, 0.08, -1.50], [0.36, 0.11, 0.10], [-0.49, -0.14, 0.18], [0.20, -0.50, 0.26], [0.17, 0.08, -0.13], [-0.02, 0.04, -0.31], [-0.01, 0.00, -0.04], [0.07, -0.14, -0.14], [0.10, -0.06, 0.02], [0.03, -0.20, 0.09], [0.03, 0.07, -0.21], [0.25, -0.29, -0.01], [0.19, 0.01, -0.14], [0.20, -0.10, -0.18], [-0.06, -0.07, 0.02], [-0.05, 0.19, 0.04], [0.18, -0.12, 0.16], [-0.02, 0.22, 0.02], [0.23, 0.11, -0.25], [-0.08, 0.01, 0.24], [0.05, -0.02, -0.25], [0.15, -0.14, 0.13], [0.22, 0.43, -0.21], [-0.05, -0.19, 0.28], [-0.11, -0.40, 0.29], [0.14, -0.03, 0.32], [-0.10, 0.05, 0.17], [0.09, 0.03, -0.09], [-0.08, -0.13, -0.05], [-0.32, 0.23, -0.09], [0.10, 0.16, 0.05], [0.09, 0.11, 0.04], [-0.37, -0.09, 0.10], [-0.15, -0.01, 0.30], [0.01, 0.00, -0.23], [0.01, -0.07, -0.33], [-0.08, -0.09, 0.23], [0.15, 0.00, 0.12], [0.16, 0.39, -0.04], [-0.02, -0.07, 0.21], [0.02, 0.10, 0.04], [-0.12, 0.12, -0.08], [-0.22, -0.11, -0.02], [0.11, 0.37, -0.11], [-0.11, -0.05, 0.04], [0.26, 0.09, 0.08], [-0.08, 0.26, 0.49], [0.10, -0.19, -0.63], [0.60, 0.85, -0.54], [-0.46, -0.46, 0.32], [-0.17, -0.37, -0.46], [0.03, 0.26, 0.51], [-0.48, -0.80, 0.44], [0.23, 0.43, -0.30], [-0.07, -0.17, -0.14], [-0.23, -0.24, 0.20], [0.00, -0.13, -0.03], [0.11, 0.11, 0.05]], "lowdin_charge": [-0.142, -0.183, -0.234, -0.171, -0.177, -0.170, -0.204, -0.182, -0.188, -0.172, -0.157, -0.081, 0.024, -0.004, -0.356, 0.927, -0.261, -0.297, 0.009, -0.072, -0.361, 0.012, 0.014, -0.195, -0.022, -0.406, -0.025, 0.154, 0.074, 0.087, 0.077, 0.131, 0.103, 0.092, 0.086, 0.103, 0.076, 0.092, 0.113, 0.108, 0.109, 0.095, 0.100, 0.068, 0.100, 0.101, 0.086, 0.108, 0.091, 0.130, 0.116, 0.135, 0.027, 0.027, 0.036, 0.036, 0.031, 0.036, 0.114, 0.128, 0.134, 0.075, 0.093, 0.106, 0.137, 0.101, 0.114, 0.052, 0.099, 0.059, -0.040, -0.435, -0.404, -0.075, -0.043, -0.435, -0.392, -0.034, -0.064, -0.113, 0.082, 0.084]}